# 1
Computed, not measured: a 6-piece molecular cluster, C38H46ClFN4O20P2S overall at a distorted geometry, with ωB97M-V/def2-TZVPD.

The molar mass comes out at 1027.3 u. The structure (SMILES) is C#Cc1c2c(c(P(=N)(O)O)c(Cl)c1P(O)O)Nc1c(N=C=O)c(CCCCCN)cc(CCCF)c1S2.O=C1OCCO1.O=C1OCCO1.O=C1OCCO1.O=C1OCCO1.O=C1OCCO1. The value obtained for the total energy is -4840.4715 hartree. As for the HOMO-LUMO gap: 7.863 eV. As for the energy relative to the best compared isomer or geometry (same formula, charge and spin): 0.0 kJ/mol.

Cartesian coordinates (Å):
Cl 6.2664 -4.4392 0.1743
S 3.6897 0.9101 -1.8100
P 7.9154 -1.8980 0.5396
P 3.2644 -4.4949 -1.2147
F 0.9085 5.2918 -2.5890
O 8.0749 -0.4723 1.3447
O -4.3169 6.8944 0.4491
O -0.7606 -2.7406 -3.3274
O -4.1404 8.6506 -5.3646
O -5.1578 10.2425 -4.1263
O -6.1141 -3.3440 2.8613
O -5.6225 10.0244 -6.3172
O 8.9683 -1.9033 -0.7319
O -3.1470 -9.2046 6.6206
O -5.7098 -5.1467 4.1133
O -4.1977 -8.6366 8.5319
O 2.5338 -4.3743 -2.6524
O 9.7507 1.8645 1.0040
O 2.0944 -4.3829 -0.1050
O -3.2673 6.3077 -1.4573
O 10.6456 1.9828 3.0654
O -4.3312 -4.6496 2.4101
O -3.9787 8.4089 -1.1842
O -3.8707 -7.1113 6.9054
O 11.2542 0.3372 1.6926
N 4.0207 -5.8439 -1.1407
N -4.7881 -4.1974 -0.7457
N -0.1566 -2.3662 -1.0496
N 2.4153 -1.6504 -1.9641
C 1.2615 1.6150 -0.6368
C -2.8203 -1.1629 -0.5793
C 6.8712 1.7150 -0.4301
C -3.8967 7.1805 -0.6242
C -5.0043 9.3061 -7.3878
C 4.2437 -2.9963 -0.9804
C -3.1665 8.4162 -2.3645
C -3.0030 -8.5591 5.3516
C -4.3905 8.1226 -6.6727
C -7.2665 -3.5173 3.6948
C -4.9931 9.6956 -5.1674
C 6.4226 0.6168 -0.5943
C 10.4823 1.4375 1.8428
C -1.8743 -0.2928 0.2695
C -6.7443 -4.4228 4.7884
C 11.4090 1.0684 3.8595
C 3.6949 -1.7636 -1.3914
C -5.6357 -3.0073 -0.5821
C -4.3088 -0.8095 -0.3080
C 1.5853 -0.6749 -1.3588
C 0.7661 4.1243 -0.5485
C 12.1477 0.2689 2.8086
C 1.8292 3.0163 -0.5254
C -3.7797 -8.3466 7.4599
C 0.3118 -0.9814 -0.8983
C -0.5126 -2.5626 -2.2088
C 0.0026 1.2613 -0.1906
C 0.1721 4.2861 -1.9515
C -5.0626 -1.9523 0.4039
C 4.4390 -0.6074 -1.2588
C 6.2592 -1.8218 -0.2690
C -3.0617 -7.0956 5.7255
C -0.4905 -0.0304 -0.2962
C -5.2942 -4.4019 3.0636
C 5.5208 -2.9848 -0.4097
C 5.7057 -0.6129 -0.7123
C 2.0348 0.6193 -1.2126
C -3.1170 6.9528 -2.7271
H 9.7879 -2.2605 -0.3655
H 12.3211 -0.7635 3.1001
H -2.0804 -6.6885 5.9764
H 8.6521 0.1369 0.8451
H -3.9446 6.6548 -3.3737
H 1.2216 5.0672 -0.2500
H 13.0982 0.7245 2.5260
H 7.1927 2.6920 -0.1597
H -2.3371 0.6869 0.3994
H 2.5878 3.2059 -1.2822
H 3.6938 -6.4337 -0.3861
H -1.7777 -0.7035 1.2792
H -2.6745 -2.2031 -0.2936
H -3.5171 -6.4801 4.9534
H -4.3517 0.0573 0.3527
H -6.3021 -3.8688 5.6178
H -0.0137 3.8787 0.1705
H -5.7408 9.0188 -8.1334
H -4.8011 -0.5992 -1.2577
H -5.9043 -1.4947 0.9313
H -7.6177 -2.5589 4.0679
H -5.0787 7.2802 -6.5860
H 1.6195 -5.2278 -0.1650
H 12.0725 1.6048 4.5327
H -8.0586 -3.9827 3.1059
H -3.6107 9.0229 -3.1427
H -2.5803 -1.0631 -1.6388
H -4.2551 9.9472 -7.8552
H -0.8504 4.6518 -1.8363
H -2.1821 8.8169 -2.1120
H -7.4975 -5.1022 5.1778
H 1.9044 -2.5234 -1.9485
H -6.6267 -3.2832 -0.2168
H -3.4664 7.7807 -7.1316
H -0.6169 2.0102 0.2826
H -3.8308 -8.8594 4.7068
H 10.7231 0.4562 4.4466
H -2.1774 6.6670 -3.1958
H -5.7369 -2.4887 -1.5353
H 0.2222 3.3515 -2.5086
H -4.2005 -4.3037 0.0746
H -2.0659 -8.8413 4.8787
H -4.1415 -4.0247 -1.5083
H 3.1762 -4.5582 -3.3533
H 2.3402 3.0643 0.4435
H -4.4352 -2.4078 1.1688

Cartesian forces (eV/Å) of the 3 atoms listed first:
-0.063 -0.022 -0.065
0.070 0.076 0.037
0.046 -1.535 1.958

---

# 2
Computed, not measured: one molecule with the formula C5H9NO at a distorted geometry, with ωB97M-V/def2-TZVPD.

The molar mass comes out at 99.1 u. The multiplicity is 3. The value obtained for the total energy is -325.6704 hartree. As for the HOMO-LUMO gap (spin up / spin down): 6.469 / 7.536 eV. As for the energy relative to the best compared isomer or geometry (same formula, charge and spin): 176.8 kJ/mol.

Cartesian coordinates (Å):
O 0.2132 1.6336 0.8017
N -1.7119 -1.1137 0.1775
C 0.2322 0.8063 -1.5266
C 0.8044 -0.8375 0.2507
C 1.2026 -1.1985 1.4676
C -1.3866 0.1189 0.0665
C 0.0132 0.4733 -0.1061
H -2.7141 -1.3799 0.3994
H -0.3638 0.0178 -2.1602
H 1.1410 -0.5814 2.3230
H 1.0222 2.0324 0.7384
H 1.5942 -2.2137 1.5303
H -0.1412 1.7435 -1.7397
H -2.0700 0.9604 0.2458
H 0.8661 -1.3401 -0.7291
H 1.2985 0.8785 -1.7390

Cartesian forces (eV/Å) of the 3 atoms listed first:
-3.387 -2.554 -0.220
-4.802 -2.985 0.585
0.382 -2.160 -1.583

---

# 3
Computed, not measured: an isolated ion of composition C15H26BIN3O4 and charge +1 at a distorted geometry, with ωB97M-V/def2-TZVPD.

The molar mass comes out at 450.1 u. As for the charge: +1. The structure (SMILES) is CCOc1c(CCO)c(N=C(C)C)c(CB(O)O)n[n+]1[C@H](I)CC. The value obtained for the total energy is -1374.7344 hartree. As for the HOMO-LUMO gap: 8.449 eV.

Cartesian coordinates (Å):
I -0.3449 -0.1182 4.7277
O 0.4674 3.8671 1.1528
O -0.3616 5.3377 -0.6156
O 0.5510 -1.6755 1.9790
O 3.3832 -0.0344 -2.2279
N 1.0275 1.4307 -1.7118
N -1.3000 1.2848 1.1767
N -0.8330 0.1625 1.7112
C -3.0629 -1.6255 1.4214
C 0.2921 -2.9080 1.2688
C -2.3307 -1.6036 2.7991
C 3.3605 -0.1073 -0.8072
C 0.4625 0.9214 -0.5257
C 0.9529 -0.2489 0.1251
C 1.2077 1.2413 -4.1016
C -1.5796 -0.2455 2.9345
C 0.4684 0.9970 -2.7836
C -1.1768 2.8791 -0.6077
C -0.8967 0.2939 -2.8633
C 0.1995 -4.0957 2.2848
C 0.1753 -0.5751 1.2835
C -0.6532 1.5968 0.0857
C 2.1566 -1.0275 -0.3813
B -0.3226 4.1066 0.0104
H -4.0891 -2.0333 1.4918
H -3.1155 -1.5850 3.5813
H -1.7115 -2.4857 3.0103
H -2.5440 -2.1887 0.6266
H -1.6947 0.9454 -2.4538
H -2.2625 2.9848 -0.4125
H -0.8298 -4.5068 2.2797
H 1.3955 3.8897 0.8665
H -2.3726 0.4863 3.1533
H 0.5422 5.6969 -0.6247
H -0.6085 -2.8594 0.6273
H 4.3258 -0.4402 -0.3925
H -1.1673 0.1424 -3.9237
H 3.1242 0.9057 -0.4160
H 0.5316 1.1115 -4.9666
H -1.0484 2.8491 -1.6988
H 1.5946 2.2742 -4.1526
H 1.1098 -3.1919 0.5750
H 2.0366 0.5215 -4.2237
H -0.9091 -0.6698 -2.3209
H 0.3477 -3.7254 3.3198
H 0.9344 -4.8859 2.0751
H 3.3038 0.8865 -2.5085
H 2.5497 -1.7241 0.3825
H 1.9091 -1.6575 -1.2596
H -3.1947 -0.5940 1.0298

Cartesian forces (eV/Å) of the 3 atoms listed first:
-0.295 -0.051 -0.537
0.181 -0.154 -1.466
0.837 -1.197 -0.093

---

# 4
Computed, not measured: one molecule with the formula C3H5NO at a distorted geometry, with ωB97M-V/def2-TZVPD.

The molar mass comes out at 71.1 u. The structure (SMILES) is N#CCCO. The value obtained for the total energy is -247.2853 hartree. As for the HOMO-LUMO gap: 11.786 eV. As for the energy relative to the best compared isomer or geometry (same formula, charge and spin): 57.5 kJ/mol.

Cartesian coordinates (Å):
O -1.6678 -0.3982 -0.4561
N 2.5058 -0.8649 -0.5798
C 0.4821 0.7005 -0.0039
C 1.6192 -0.1574 -0.3507
C -0.7218 -0.1000 0.5421
H 0.8272 1.4397 0.7269
H -1.2471 0.5106 1.2806
H -1.3039 -1.0773 -1.0375
H 0.1527 1.2492 -0.8926
H -0.3644 -1.0059 1.0511

Cartesian forces (eV/Å) of the 3 atoms listed first:
0.075 -0.220 -0.217
-0.892 0.687 0.171
-0.034 0.082 0.007

---

# 5
Computed, not measured: a 2-piece molecular cluster, C4H3NO overall at a distorted geometry, with ωB97M-V/def2-TZVPD.

The molar mass comes out at 81.1 u. The structure (SMILES) is N=C=C=O.C#C. The value obtained for the total energy is -284.0119 hartree. As for the HOMO-LUMO gap (spin up / spin down): 7.263 / 7.265 eV. As for the energy relative to the best compared isomer or geometry (same formula, charge and spin): 423.3 kJ/mol.

Cartesian coordinates (Å):
O 2.8418 -0.5261 0.3647
N 0.4098 1.8573 -0.5948
C -0.8442 -1.3277 0.4377
C -1.8892 -0.8531 0.0408
C 0.8452 0.7620 -0.2049
C 2.0500 0.2951 0.1432
H -2.8080 -0.3720 -0.0445
H -0.0444 -1.9565 0.5191
H -0.5609 2.1210 -0.6612

Cartesian forces (eV/Å) of the 3 atoms listed first:
-0.098 -0.212 0.535
1.055 1.061 0.309
-3.167 1.081 -1.409

---

# 6
Computed, not measured: a 2-piece molecular cluster, C7H13ClNO2 overall at a distorted geometry, with ωB97M-V/def2-TZVPD.

The molar mass comes out at 178.6 u. As for the charge: -1. The value obtained for the total energy is -939.8629 hartree. As for the HOMO-LUMO gap: 6.552 eV. As for the energy relative to the best compared isomer or geometry (same formula, charge and spin): 330.3 kJ/mol.

Cartesian coordinates (Å):
Cl 1.1395 -2.1851 0.2916
O -4.4358 0.7852 0.5019
O -1.7053 -1.7672 -0.0799
N -3.3484 0.1111 0.3132
C -1.3380 -0.5946 -0.7034
C -2.4952 0.4215 -0.6097
C 0.7008 -0.5466 -0.1227
C 2.8063 0.5108 -1.1635
C 1.3963 -0.0506 -1.3750
C 0.7952 0.3981 1.0584
C -0.2227 0.1171 2.1607
H 2.7729 1.3914 -0.5262
H -0.1657 -0.9214 2.4805
H 1.4425 -0.8632 -2.1041
H 0.6185 1.4064 0.6703
H 3.4539 -0.2302 -0.7007
H -1.0566 -0.7838 -1.7418
H 1.8049 0.3768 1.4961
H -2.4817 1.2911 -1.2656
H -1.2304 0.3138 1.8034
H 3.2379 0.8023 -2.1206
H -0.0296 0.7578 3.0229
H 0.7773 0.7444 -1.8018
H -2.4366 -1.4852 0.5161

Cartesian forces (eV/Å) of the 3 atoms listed first:
0.224 -0.387 0.082
0.613 -0.138 -0.168
0.008 -0.053 0.007

---

Q: Look up the total energy of the second one.
A: -325.6704 hartree

---

Q: The lowest total energy belongs to which entry?
A: C38H46ClFN4O20P2S

---

Q: Among the records above, which one has the highest total energy?
A: C3H5NO

---

Q: Which of these has the lowest total energy?
A: C38H46ClFN4O20P2S